[1]
# C30H28N2SiTi

C30H28N2SiTi as an isolated structure in a non-equilibrium geometry (ωB97M-V/def2-TZVPD, the Open Molecules 2025 dataset).

```
62
Properties=species:S:1:pos:R:3:forces:R:3:mulliken_charge:R:1
C -2.60094 -0.35993 3.07409 0.3 -0.7 -0.1 -0.3242
C -2.35971 -0.84008 1.74022 0.3 -1.2 1.3 -0.8592
C -1.09336 -1.52530 1.76233 -0.6 -0.3 0.3 -0.3527
H -3.06179 -0.78650 0.90772 0.3 0.1 0.2 0.4872
C -0.51436 -1.40421 3.07514 -1.3 0.0 -0.3 -0.6148
C -1.46453 -0.71831 3.89365 -0.4 -0.4 -1.0 -0.3097
H -1.35501 -0.59332 4.97219 0.0 0.2 -0.5 0.5066
H -3.52390 0.12078 3.40557 0.5 -0.1 -0.2 0.4407
H -0.68366 -2.09659 0.93193 0.0 0.4 0.2 0.6604
H 0.46097 -1.75652 3.41505 -0.4 0.1 -0.3 0.4376
Ti -0.79532 0.68738 2.13265 0.5 0.0 0.9 0.6433
C 0.84510 0.13412 0.93517 0.2 0.4 -0.5 -1.0243
H 1.37923 -0.82580 0.99144 -0.2 0.4 0.2 0.4042
H 1.54490 0.98407 1.10209 -0.1 -0.4 -0.4 0.2712
H 0.38669 0.20225 -0.07688 0.8 -0.1 0.4 0.1481
Si 1.80794 -1.64483 -2.89548 0.5 -0.1 -0.7 0.5576
C 0.52566 -2.05031 -4.16086 -0.2 0.1 -0.2 0.2590
C -0.55624 -2.84104 -3.74686 -0.3 0.2 -0.7 -0.2926
H -0.59394 -3.22258 -2.72344 0.0 0.0 -0.3 0.3339
C -1.58807 -3.13278 -4.64475 0.1 0.1 0.0 -0.5928
H -2.42742 -3.74640 -4.31551 0.2 0.2 -0.2 0.3597
C -1.54051 -2.63938 -5.95599 0.3 0.1 0.2 -0.4154
H -2.35705 -2.86046 -6.65073 0.4 0.1 0.2 0.3675
C -0.44704 -1.86586 -6.37137 -0.1 -0.1 0.1 -0.4373
H -0.40832 -1.49663 -7.39694 0.0 -0.1 0.3 0.3630
C 0.58534 -1.56367 -5.47680 -0.5 -0.4 0.2 -0.3724
H 1.43935 -0.95922 -5.78760 -0.3 -0.2 0.0 0.3498
C 2.50321 -3.22448 -2.23287 0.4 -0.1 0.3 0.3315
C 2.54317 -4.40230 -2.99930 -0.1 -0.2 0.6 -0.2203
H 2.25760 -4.38767 -4.05497 -0.1 0.0 0.4 0.3852
C 2.94412 -5.60350 -2.40310 0.2 0.2 0.1 -0.5145
H 2.91889 -6.52904 -2.98088 0.1 0.3 0.2 0.3700
C 3.37002 -5.61996 -1.06725 -0.2 0.3 -0.1 -0.4313
H 3.67579 -6.56171 -0.60178 -0.1 0.4 -0.2 0.3633
C 3.41235 -4.42567 -0.33516 0.2 0.0 -0.1 -0.5148
H 3.75267 -4.43424 0.70047 0.0 0.0 -0.3 0.3761
C 3.02033 -3.22163 -0.92667 -0.3 -0.8 -0.2 -0.5509
H 3.10341 -2.27906 -0.38282 -0.2 -0.3 0.0 0.3467
H 1.15311 -0.84072 -1.83836 0.2 0.0 0.1 -0.2078
H 2.94688 -0.96133 -3.56085 -0.2 0.4 0.1 -0.2426
C 0.24840 3.63308 -0.98997 0.2 0.4 0.0 -0.8054
C -0.38190 2.51870 -0.44526 -0.1 0.0 1.4 -0.4576
N -0.73276 2.46230 0.86141 0.4 0.3 -0.6 -0.2378
C -0.60356 3.57889 1.63317 0.4 0.2 -1.3 0.7429
C -0.08131 4.78472 1.08099 -0.3 -0.7 0.8 1.0369
C 0.46555 4.76385 -0.20923 -0.5 -0.7 -0.2 -0.6451
C -0.18303 5.96090 1.87287 -0.4 0.7 1.3 -0.8243
C -0.80550 5.95934 3.09944 0.3 0.2 -0.4 -1.0080
C -1.25025 4.73399 3.71288 0.2 -0.8 -0.8 0.5639
C -1.95143 4.65420 4.93170 -0.1 -0.1 0.0 -0.5033
C -2.37133 3.42096 5.40331 0.1 0.0 0.0 -0.9401
C -2.00675 2.26487 4.70180 0.5 0.2 -0.8 -0.1005
N -1.34082 2.28443 3.52680 -0.6 1.4 0.3 0.1741
C -1.03890 3.51887 2.99847 -0.5 0.2 0.9 -0.1179
H 0.58235 3.57054 -2.01780 0.0 0.1 0.1 0.4290
H -0.51648 1.59507 -1.00692 -0.1 0.5 0.0 0.8170
H 1.01111 5.63628 -0.55921 -0.2 -0.2 -0.2 0.4472
H 0.18396 6.89857 1.46186 -0.1 -0.1 0.1 0.3921
H -0.98556 6.88969 3.65394 0.2 -0.4 -0.4 0.3689
H -2.19043 5.57786 5.45597 0.0 -0.2 0.0 0.4319
H -2.97534 3.29976 6.30948 0.4 0.2 -0.4 0.3998
H -2.28155 1.28559 5.07181 0.1 0.2 0.0 0.3514
```
Forces are in eV/Å.

- Expectation value of S²: 0.76
- Relative energy (zero: lowest compared OMol25 entry of this formula, charge and spin): 6.5 kcal/mol
- Charge: +1
- E_LUMO (alpha / beta): -3.90 / -4.07 eV
- 2S+1: 2

=====

[2]
# C30H28NO3

An isolated ion of composition C30H28NO3 and charge +1 in a non-equilibrium geometry (ωB97M-V/def2-TZVPD, the Open Molecules 2025 dataset).

```
62
Properties=species:S:1:pos:R:3:forces:R:3:mulliken_charge:R:1
C 4.90925 3.56137 -0.75185 -0.1 -0.5 -0.1 -0.8122
O 4.78654 2.16499 -1.10073 -0.4 0.4 -0.1 -0.4426
C 3.56260 1.56916 -1.12971 0.1 -0.2 0.6 0.7386
C 3.56777 0.21460 -1.54624 0.1 1.0 -0.2 -0.7673
C 2.41162 -0.51487 -1.45750 0.1 0.0 0.6 -0.3361
C 1.26157 0.01745 -0.86206 -0.5 0.3 -0.5 0.1729
C 0.22499 -0.99704 -0.41859 0.1 -1.0 -3.0 0.3376
C -1.26520 -0.53679 -0.36857 0.8 -0.6 0.7 -0.6202
C -2.22519 -1.43568 -0.85338 0.3 -0.3 0.4 -0.3279
C -3.57440 -1.25228 -0.62715 -0.2 0.4 -0.5 -0.8005
C -4.01051 -0.04010 -0.10148 -0.9 0.2 0.3 0.4698
O -5.38393 0.10704 0.09469 0.2 -0.2 0.2 -0.4744
C -6.13139 1.01498 -0.65990 0.2 0.3 -0.4 0.5277
C -7.14864 0.50310 -1.48280 0.6 0.2 0.1 -0.4723
C -7.76451 1.35085 -2.40410 0.1 0.2 0.4 -0.3253
C -7.43671 2.71107 -2.44041 0.5 -0.2 0.5 -0.5275
C -6.50225 3.22894 -1.52935 -0.2 -0.7 0.2 -0.5053
C -5.85445 2.38481 -0.61005 -0.4 -0.2 -0.6 -0.3064
C -3.09853 0.92151 0.32224 0.4 -0.3 -0.5 -0.7367
C -1.72696 0.65669 0.19830 -0.2 -0.1 0.5 -0.2499
C 1.18766 1.41736 -0.71320 0.2 -0.6 0.6 -0.8633
C 2.35657 2.17591 -0.72634 0.9 0.2 -0.8 -0.7410
H 5.95944 3.78873 -0.95429 -0.3 0.1 0.1 0.2571
H 4.25585 4.20707 -1.36045 0.2 -0.3 0.1 0.3462
H 4.68323 3.71482 0.31488 0.1 -0.1 -0.3 0.2933
H 4.47835 -0.21420 -1.95357 -0.1 0.1 0.1 0.4603
H 2.40955 -1.54982 -1.79923 0.0 0.1 0.2 0.3953
H 0.25771 -1.85417 -1.13056 -0.7 1.4 -0.9 0.4303
H -1.90452 -2.33001 -1.38288 0.0 0.0 0.2 0.5411
H -4.30156 -2.00153 -0.93304 0.1 0.2 0.0 0.4081
H -7.39527 -0.55711 -1.41954 0.1 0.3 -0.1 0.4146
H -8.50433 0.94441 -3.08908 0.1 0.1 0.1 0.3600
H -7.89726 3.36554 -3.16759 0.0 0.0 0.0 0.3879
H -6.26973 4.28481 -1.51574 -0.1 0.0 -0.1 0.3774
H -5.14489 2.76678 0.12388 -0.3 0.0 -0.4 0.3191
H -3.44786 1.86529 0.72324 0.2 -0.2 0.1 0.4092
H -1.04419 1.38383 0.62571 -0.1 -0.2 0.0 0.4987
H 0.25350 1.95296 -0.55000 0.4 -0.4 0.2 0.7155
H 2.34245 3.24974 -0.48535 -0.1 -0.6 -0.2 0.4481
C 3.65025 1.53951 3.58409 0.3 -0.6 -0.5 -0.7265
O 4.52604 0.54165 2.97535 -0.3 0.0 0.2 -0.4533
C 3.99049 -0.53815 2.35055 -0.5 0.2 0.3 0.5434
C 2.60671 -0.61369 2.05210 0.3 1.0 0.4 0.5331
C 2.17487 -1.70713 1.35622 -0.2 -0.4 -0.8 -0.3699
C 3.06035 -2.75138 1.10305 0.8 0.5 0.2 -0.5446
N 2.32466 -3.81443 0.56701 -1.1 0.3 0.1 0.1615
C 1.05143 -3.50252 0.43784 0.6 -0.1 -1.5 0.2394
C 0.09644 -4.55704 0.03897 -0.6 -0.2 0.0 -1.5540
C 0.85659 -2.02688 0.66294 -1.3 0.8 4.0 0.5094
C 4.42261 -2.72358 1.39623 -0.3 -0.2 0.1 -0.9843
C 4.89325 -1.59781 2.02426 -0.5 1.6 0.3 -0.8192
H 4.32451 2.24384 4.08883 -0.3 -0.3 -0.2 0.2441
H 3.06478 2.05475 2.80396 0.2 -0.1 0.3 0.2466
H 2.97526 1.06130 4.31224 0.3 0.2 -0.2 0.3468
H 1.87941 0.15965 2.36850 0.8 -0.4 -0.4 0.5060
H 2.71926 -4.73765 0.41197 -0.3 0.1 0.1 0.3196
H -0.93012 -4.18900 0.12329 0.2 -0.1 -0.1 0.3513
H 0.27220 -4.88452 -1.00392 -0.1 0.1 0.5 0.3414
H 0.20095 -5.42670 0.71757 0.0 0.4 -0.4 0.4837
H -0.06623 -1.81115 1.29586 1.2 -1.2 0.4 0.6720
H 5.09706 -3.54590 1.17093 -0.2 0.1 0.0 0.4667
H 5.93290 -1.41340 2.28394 -0.2 -0.3 -0.1 0.4869
```
Forces are in eV/Å.

- Relative energy (zero: lowest compared OMol25 entry of this formula, charge and spin): 27.1 kcal/mol
- Charge: +1
- Structure (SMILES): COc1ccc([C@H](c2ccc(Oc3ccccc3)cc2)[C@H]2C(C)=[NH+]c3ccc(OC)cc32)cc1
- E_LUMO: -4.04 eV
- 2S+1: 1

=====

[3]
# C30H29AsF2N7S2Sn

C30H29AsF2N7S2Sn as an isolated structure (ωB97M-V/def2-TZVPD, the Open Molecules 2025 dataset).

```
72
Properties=species:S:1:pos:R:3:forces:R:3:mulliken_charge:R:1
Sn -1.42263 -0.91953 -0.02715 0.0 0.0 0.0 0.7049
C 2.76832 -0.03319 -0.39018 0.0 0.1 0.0 -0.9177
N 1.60740 -0.05421 -1.22828 -0.1 -0.2 0.0 0.2488
C 1.66880 -0.74740 -2.49663 -0.1 0.1 0.0 -0.4244
C 2.00103 -2.18576 -2.26128 0.1 0.0 0.0 0.0794
N 3.14281 -2.75486 -2.54666 0.0 -0.1 -0.1 -0.7998
C 3.02860 -4.04328 -2.03635 0.0 0.0 0.0 0.5828
C 3.94124 -5.09570 -2.04798 0.0 0.0 0.0 -0.7123
C 3.57466 -6.27808 -1.43342 0.0 0.0 0.0 -0.4180
C 2.32152 -6.42289 -0.81811 0.0 0.0 0.0 -0.4235
C 1.39937 -5.39344 -0.80587 0.0 0.0 0.0 -0.9402
C 1.77594 -4.20676 -1.42546 0.0 0.0 0.0 0.4914
N 1.12495 -3.00894 -1.61635 0.1 0.1 0.2 0.3699
C 2.44606 -0.29686 1.05358 0.0 0.0 0.0 0.1093
N 1.42900 -0.95740 1.52476 0.0 0.0 0.0 -0.0186
C 1.60080 -0.95555 2.90561 0.0 0.0 0.0 0.2533
C 0.79675 -1.49643 3.90596 0.0 0.0 0.0 -0.4303
C 1.19996 -1.32940 5.21782 0.0 0.0 0.0 -0.6957
C 2.37624 -0.63896 5.54126 0.0 0.0 0.0 -0.3213
C 3.18370 -0.09111 4.56056 0.0 0.0 0.0 -1.1006
C 2.76988 -0.26334 3.24600 0.0 0.0 0.0 0.5502
N 3.29479 0.14519 2.03528 0.0 0.0 0.0 -0.0163
H 3.33570 0.90964 -0.44475 0.0 0.0 0.0 0.4055
H 3.45311 -0.81663 -0.72814 0.0 0.0 0.0 0.4243
H 1.03380 0.77414 -1.21323 0.0 0.0 0.0 -0.0337
H 2.38618 -0.34207 -3.22211 0.1 0.0 0.1 0.2076
H 0.66807 -0.67918 -2.92992 0.0 0.0 -0.1 0.2164
H 4.90765 -4.97805 -2.52098 0.0 0.0 0.0 0.4109
H 4.26597 -7.11124 -1.42081 0.0 0.0 0.0 0.3637
H 2.07328 -7.36195 -0.34015 0.0 0.0 0.0 0.3739
H 0.43423 -5.50221 -0.32894 0.0 0.0 0.0 0.4232
H 0.32005 -2.65822 -1.10280 -0.1 0.0 -0.1 -0.2681
H -0.12323 -2.00773 3.65738 0.0 0.0 0.0 0.3720
H 0.58892 -1.73150 6.01534 0.0 0.0 0.0 0.3992
H 2.65509 -0.52657 6.58120 0.0 0.0 0.0 0.3636
H 4.08829 0.44848 4.81110 0.0 0.0 0.0 0.3762
H 4.10532 0.71912 1.89036 0.0 0.0 0.0 0.2145
S -3.80557 -0.19358 -0.63536 0.0 0.0 0.0 -0.3198
C -4.49563 -0.02958 0.96072 0.0 0.0 0.0 0.3299
C -5.69028 0.76137 1.02879 0.0 0.0 0.0 -0.2204
N -6.65548 1.38890 1.03472 0.0 0.0 0.0 -0.5401
C -4.00287 -0.61037 2.07929 0.0 -0.1 0.1 0.7454
S -2.58113 -1.62505 2.14711 0.0 0.0 0.0 -0.4158
C -4.68941 -0.43988 3.32793 0.0 0.1 0.0 -0.1162
N -5.21491 -0.30769 4.34339 0.0 0.0 0.0 -0.5198
F -1.97234 1.87534 1.19331 0.0 0.0 0.0 -0.2998
C -0.90733 1.00906 1.04565 -0.1 0.0 0.0 -0.1489
F 0.09681 1.78992 0.44388 0.0 0.0 0.0 -0.3133
H -0.54395 0.79317 2.05468 0.0 0.0 0.0 0.4286
C -2.75374 1.19240 -3.90746 0.0 0.0 0.0 -1.1873
As -1.44637 1.73414 -2.55503 0.0 0.0 0.0 0.3019
C -0.34904 2.84767 -3.74717 0.0 0.0 0.0 -1.3873
C -2.44630 3.17175 -1.62563 0.0 0.0 0.0 -0.9599
C -3.27314 4.04231 -2.51070 0.0 0.0 0.0 0.1956
C -2.75327 5.19466 -3.09904 0.0 0.0 0.0 -0.2345
C -3.52692 5.97748 -3.94479 0.0 0.0 0.0 -0.6341
C -4.84046 5.62292 -4.21636 0.0 0.0 0.0 -0.4484
C -5.37446 4.48420 -3.62711 0.0 0.0 0.0 -0.6560
C -4.59944 3.70407 -2.78341 0.0 0.0 0.0 -0.2295
H -3.11002 2.04906 -4.47947 0.0 0.0 0.0 0.3665
H -3.59670 0.70232 -3.42245 0.0 0.0 0.0 0.2915
H -2.27182 0.48064 -4.57887 0.0 0.0 0.0 0.4493
H -0.96435 3.54552 -4.31541 0.0 0.0 0.0 0.4739
H 0.18201 2.19255 -4.43908 0.0 0.0 0.0 0.4077
H 0.38677 3.40233 -3.16394 0.0 0.0 0.0 0.3258
H -1.69217 3.73831 -1.07765 0.0 0.0 0.0 0.6061
H -3.06230 2.65224 -0.89398 0.0 0.0 0.0 0.3224
H -1.73169 5.48485 -2.88054 0.0 0.0 0.0 0.4048
H -3.10329 6.87071 -4.38777 0.0 0.0 0.0 0.3641
H -5.44662 6.23385 -4.87332 0.0 0.0 0.0 0.3720
H -6.40282 4.20474 -3.81972 0.0 0.0 0.0 0.3987
H -5.02175 2.82093 -2.31670 0.0 0.0 0.0 0.4265
```
Forces are in eV/Å.

- Relative energy (zero: lowest compared OMol25 entry of this formula, charge and spin): 7.2 kcal/mol
- Charge: -1
- E_LUMO: 2.35 eV
- 2S+1: 1